Below is a structure of composition C35H27CdN7P in a non-equilibrium geometry, with properties calculated with ωB97M-V/def2-TZVPD.

Each line ends with the Mulliken charge.
CARTESIAN COORDINATES (ANGSTROEM)
Cd: -0.40509 -0.66903 0.39678  1.88
C: 2.11457 0.70803 3.88337  -1.10
C: 1.25935 1.42140 4.72418  -0.47
C: 0.00949 1.74055 4.25852  -0.68
C: -0.40549 1.29813 2.98448  0.19
N: 0.41626 0.57023 2.19446  0.54
C: 1.65015 0.32434 2.64529  -0.12
N: -1.64168 1.69139 2.60851  -0.44
C: -2.43527 1.06967 1.80595  0.07
N: -2.23954 -0.13700 1.19518  -0.37
C: -3.40533 -0.52665 0.59682  0.06
N: -3.65642 -1.66841 0.05732  -0.55
C: -2.77611 -2.63364 -0.26686  0.41
C: -3.24119 -3.96501 -0.28556  -0.66
C: -2.44167 -4.94950 -0.80377  -0.34
C: -1.20169 -4.59713 -1.34320  -0.94
C: -0.79188 -3.28722 -1.24641  -0.10
N: -1.52461 -2.32643 -0.67906  -0.11
C: -4.41783 0.51383 0.79367  0.17
C: -5.73779 0.60859 0.40465  -0.23
C: -6.44205 1.73309 0.81861  -0.59
C: -5.84224 2.72133 1.58864  -0.62
C: -4.50670 2.63550 1.96264  -0.24
C: -3.80548 1.52043 1.55239  0.31
H: 3.11731 0.45502 4.18566  0.50
H: 1.57579 1.72122 5.71289  0.43
H: -0.69152 2.30629 4.85192  0.52
H: 2.30721 -0.20457 1.96580  0.22
H: -4.22087 -4.17001 0.11347  0.46
H: -2.77130 -5.97704 -0.81395  0.44
H: -0.57186 -5.32828 -1.81882  0.45
H: 0.17104 -2.96937 -1.64020  0.36
H: -6.19625 -0.16385 -0.19363  0.54
H: -7.48013 1.83986 0.54220  0.41
H: -6.42701 3.57235 1.90440  0.41
H: -4.02487 3.39504 2.55744  0.55
N: 2.60767 -0.76010 -0.98444  0.01
P: 1.23679 0.05757 -1.61220  -0.14
C: 1.91844 0.47566 -3.25975  0.38
C: 3.13710 1.13953 -3.38533  -0.33
C: 3.61952 1.45444 -4.64192  -0.82
C: 2.89094 1.11327 -5.77235  -0.49
C: 1.67576 0.45954 -5.64951  -0.73
C: 1.18898 0.13869 -4.39347  -0.31
C: 1.36727 1.69800 -0.80623  0.74
C: 2.44041 2.10698 -0.02349  -0.23
C: 2.42740 3.36208 0.56116  -0.72
C: 1.34781 4.20945 0.37113  -0.58
C: 0.28213 3.81416 -0.42375  -0.70
C: 0.28973 2.55963 -1.00497  -0.46
C: 2.56764 -1.78441 -0.07686  0.39
C: 3.73811 -2.49670 0.22918  -0.93
C: 3.67113 -3.53298 1.13124  -0.61
C: 2.43805 -3.85359 1.70043  -0.77
C: 1.34163 -3.08805 1.37085  -0.60
N: 1.40159 -2.06196 0.51429  0.40
H: 3.48913 -0.66017 -1.48116  0.29
H: 3.69599 1.42629 -2.50422  0.30
H: 4.55723 1.98182 -4.74286  0.41
H: 3.27004 1.37138 -6.74856  0.40
H: 1.10600 0.21206 -6.53235  0.42
H: 0.24024 -0.37006 -4.28498  0.40
H: 3.28060 1.44391 0.13792  0.34
H: 3.26286 3.68210 1.16846  0.45
H: 1.34517 5.18524 0.82999  0.43
H: -0.54926 4.48144 -0.59710  0.46
H: -0.53928 2.24122 -1.63248  0.44
H: 4.66664 -2.21425 -0.24116  0.51
H: 4.55798 -4.09622 1.38250  0.44
H: 2.34561 -4.67719 2.38838  0.48
H: 0.36365 -3.29192 1.79981  0.38

## Properties
- charge = +1
- 2S+1 = 1
- HOMO level (eV) = -10.42
- max |F| (Eh/bohr) = 0.027